Entry 1:
2 unconnected molecules or ions with the total composition C14H25I2N2O4, computed with wB97M-V/def2-TZVPD.

## Properties
Molecular weight = 539.172 g mol⁻¹
Net charge = +1
F_max = 0.011 hartree/bohr
HOMO level = -11.0 eV
LUMO energy = -3.2 eV
Calculated total energy = -1554.03265 Eh

Cartesian coordinates (Å):
1 C -0.74 3.56 2.01
2 C -1.49 2.43 1.37
3 O -2.35 1.78 1.89
4 O -1.09 2.17 0.07
5 C -0.16 1.10 -0.06
6 C -0.89 -0.22 -0.37
7 C -0.51 -1.41 0.50
8 C 0.06 -2.59 -0.31
9 N -0.54 -3.87 0.20
10 C -0.52 -3.95 1.71
11 C 0.91 -3.94 2.23
12 I 1.56 -2.35 3.42
13 C 1.76 -4.95 2.07
14 C 3.16 -5.03 2.60
15 I 1.17 -6.67 0.99
16 C -1.53 -2.87 2.14
17 O -1.68 -1.85 1.18
18 H -1.27 3.89 2.91
19 H -0.62 4.38 1.31
20 H 0.26 3.22 2.29
21 H 0.51 1.38 -0.88
22 H 0.46 1.02 0.84
23 H -1.95 -0.04 -0.20
24 H -0.77 -0.45 -1.43
25 H 0.25 -1.10 1.22
26 H 1.15 -2.68 -0.22
27 H -0.20 -2.53 -1.37
28 H -0.08 -4.69 -0.21
29 H -1.52 -3.88 -0.09
30 H -0.93 -4.92 1.97
31 H 3.16 -4.80 3.67
32 H 3.80 -4.30 2.09
33 H 3.59 -6.02 2.46
34 H -2.51 -3.34 2.22
35 H -1.27 -2.48 3.13
36 C 0.18 3.66 -4.54
37 O -0.34 2.56 -4.49
38 N 0.09 4.58 -3.57
39 C 0.76 5.86 -3.64
40 C -0.71 4.25 -2.40
41 H 0.78 3.99 -5.40
42 H 1.47 5.98 -2.82
43 H 0.05 6.69 -3.60
44 H 1.31 5.93 -4.58
45 H -0.36 3.32 -1.95
46 H -1.75 4.10 -2.68
47 H -0.64 5.06 -1.68



Entry 2:
C14H25N3O2S in the gas phase, computed with wB97M-V/def2-TZVPD.

## Properties
Molecular weight = 299.440 g mol⁻¹
F_max = 0.015 hartree/bohr
HOMO level = -8.4 eV
LUMO energy = 0.5 eV
Energy relative to the best compared isomer or geometry (same formula, charge and spin) = 0.170 eV
Calculated total energy = -1261.42850 Eh

Cartesian coordinates (Å):
1 C -3.17 -2.83 -1.70
2 C -3.94 -1.80 -0.89
3 C -3.32 -0.41 -1.00
4 C -4.07 0.62 -0.16
5 C -3.36 1.97 -0.08
6 C -2.43 2.09 1.14
7 C -1.36 1.04 1.16
8 C -0.23 1.14 0.39
9 O 0.00 2.21 -0.38
10 N 0.75 0.19 0.35
11 C 0.59 -0.87 1.08
12 S 1.79 -2.14 1.04
13 C 3.00 -1.42 -0.10
14 C 3.87 -0.38 0.61
15 N 4.88 0.14 -0.31
16 C 6.05 0.63 0.39
17 C 4.33 1.15 -1.19
18 N -0.48 -1.06 1.87
19 C -1.53 -0.12 1.98
20 O -2.45 -0.37 2.74
21 H -3.17 -2.56 -2.76
22 H -2.14 -2.90 -1.37
23 H -3.62 -3.82 -1.61
24 H -4.97 -1.77 -1.22
25 H -3.94 -2.10 0.17
26 H -3.32 -0.10 -2.04
27 H -2.28 -0.46 -0.67
28 H -5.06 0.76 -0.59
29 H -4.21 0.23 0.85
30 H -4.09 2.77 0.00
31 H -2.77 2.14 -0.98
32 H -3.02 1.97 2.05
33 H -1.96 3.07 1.14
34 H 0.85 2.09 -0.82
35 H 2.44 -0.99 -0.92
36 H 3.61 -2.25 -0.45
37 H 3.23 0.41 1.01
38 H 4.38 -0.87 1.44
39 H 6.48 -0.17 0.98
40 H 6.78 0.96 -0.34
41 H 5.82 1.48 1.05
42 H 3.50 0.73 -1.75
43 H 3.99 2.04 -0.65
44 H 5.10 1.45 -1.90
45 H -0.56 -1.90 2.43



Entry 3:
A molecular structure, C14H25N7RhS2 at a distorted geometry, computed with wB97M-V/def2-TZVPD.

## Properties
Molecular weight = 458.443 g mol⁻¹
Net charge = +3
F_max = 0.044 hartree/bohr
HOMO level (alpha / beta) = -17.1 / -17.1 eV
LUMO energy (alpha / beta) = -12.2 / -12.2 eV
Calculated total energy = -1837.70171 Eh

Cartesian coordinates (Å):
1 Rh -1.03 -0.46 0.21
2 N -2.26 0.92 0.98
3 N -2.49 0.75 2.37
4 C -2.02 -0.33 3.02
5 N -2.24 -0.48 4.30
6 S -1.16 -1.55 2.14
7 H -1.83 1.84 0.84
8 H -3.15 0.90 0.48
9 H -3.03 1.47 2.83
10 H -2.77 0.18 4.86
11 H -1.89 -1.30 4.79
12 N -4.29 -1.74 0.77
13 C -3.78 -1.80 -0.47
14 N -2.55 -1.40 -0.77
15 C -2.26 -1.58 -2.14
16 C -1.08 -1.28 -2.80
17 C -1.00 -1.52 -4.16
18 C -2.08 -2.05 -4.87
19 C -3.27 -2.35 -4.22
20 C -3.34 -2.10 -2.86
21 S -4.70 -2.39 -1.80
22 H -3.65 -1.81 1.55
23 H -5.21 -2.12 0.93
24 H -0.21 -0.86 -2.29
25 H -0.08 -1.29 -4.69
26 H -1.99 -2.23 -5.93
27 H -4.10 -2.77 -4.76
28 C 4.56 1.66 1.95
29 C 3.75 2.43 0.92
30 N 2.80 1.55 0.17
31 C 3.29 1.01 -1.12
32 C 4.08 -0.28 -0.96
33 C 1.63 1.25 0.66
34 C 1.14 1.90 1.92
35 N 0.80 0.35 0.06
36 H 5.03 2.37 2.63
37 H 5.35 1.07 1.49
38 H 3.94 0.99 2.55
39 H 4.40 2.87 0.17
40 H 3.18 3.24 1.36
41 H 3.90 1.80 -1.56
42 H 2.43 0.89 -1.79
43 H 5.06 -0.10 -0.52
44 H 4.24 -0.73 -1.94
45 H 3.56 -1.01 -0.33
46 H 1.06 2.98 1.79
47 H 1.83 1.71 2.74
48 H 0.17 1.49 2.20
49 H 1.28 -0.12 -0.71



Entry 4:
A molecular structure, C14H26AlF5NO5P at a distorted geometry, computed with wB97M-V/def2-TZVPD.

## Properties
Molecular weight = 441.310 g mol⁻¹
F_max = 0.037 hartree/bohr
HOMO level = -10.1 eV
LUMO energy = -1.6 eV
Calculated total energy = -2063.46490 Eh

Cartesian coordinates (Å):
1 C 1.63 -0.21 1.48
2 C 0.95 -1.11 2.45
3 O 1.12 -2.32 2.50
4 O 0.02 -0.46 3.20
5 C -1.10 -1.26 3.61
6 C -2.18 -0.27 4.01
7 C -3.17 -0.03 2.89
8 C -2.40 0.52 1.67
9 C -2.80 -0.09 0.32
10 C -1.81 0.40 -0.74
11 C -2.30 1.36 -1.83
12 N -1.02 1.48 -2.57
13 C -0.32 0.40 -2.50
14 C 1.02 0.24 -3.06
15 C 2.00 0.84 -2.01
16 C 2.18 2.35 -2.14
17 F 1.37 0.64 -0.76
18 C -1.12 -0.61 -1.71
19 P -0.21 -2.10 -1.12
20 O 1.21 -2.06 -1.42
21 O -0.58 -2.39 0.37
22 O -0.91 -3.31 -1.88
23 H 0.94 -0.11 0.65
24 H 2.56 -0.64 1.13
25 H 1.78 0.78 1.88
26 H -0.79 -1.93 4.40
27 H -1.42 -1.89 2.77
28 H -2.69 -0.64 4.90
29 H -1.68 0.64 4.31
30 H -3.74 -0.91 2.63
31 H -3.85 0.74 3.23
32 H -1.33 0.34 1.79
33 H -2.52 1.60 1.59
34 H -2.81 -1.17 0.41
35 H -3.80 0.27 0.08
36 H -1.01 0.97 -0.27
37 H -2.68 2.30 -1.46
38 H -3.00 0.85 -2.49
39 H -0.75 2.34 -3.02
40 H 1.19 0.79 -3.99
41 H 1.28 -0.80 -3.20
42 H 2.95 0.32 -2.00
43 H 3.20 2.58 -2.41
44 H 1.45 2.80 -2.81
45 H 2.02 2.78 -1.15
46 H -1.89 -0.99 -2.39
47 H -0.70 -1.59 0.90
48 H -0.45 -3.36 -2.73
49 F 6.64 1.22 -0.23
50 Al 5.25 0.38 -0.70
51 F 5.46 -1.28 -0.49
52 F 4.88 0.72 -2.32
53 F 3.94 0.90 0.25



Entry 5:
2 unconnected molecules or ions with the total composition C14H26BF8N5O2P at a distorted geometry, computed with wB97M-V/def2-TZVPD.

## Properties
Molecular weight = 490.165 g mol⁻¹
Net charge = +1
F_max = 0.095 hartree/bohr
HOMO level = -10.5 eV
LUMO energy = -4.2 eV
Calculated total energy = -2137.99579 Eh

Cartesian coordinates (Å):
1 C -0.36 0.36 2.53
2 P -1.15 -0.34 0.94
3 C -0.42 0.29 -0.69
4 C -0.12 1.90 -0.78
5 O 0.68 2.45 0.32
6 C 2.04 1.91 0.37
7 C 3.24 3.03 0.36
8 F 3.79 3.03 -1.05
9 F 2.81 4.42 0.62
10 C 4.46 2.49 1.30
11 F 4.66 1.03 0.95
12 F 5.72 3.17 0.89
13 C 4.17 2.52 2.92
14 F 2.97 3.29 3.33
15 F 3.93 1.10 3.37
16 C 5.44 3.09 3.81
17 F 5.00 3.61 5.15
18 F 6.33 1.92 4.08
19 C -3.04 -0.20 1.13
20 C -3.80 0.78 0.06
21 N -3.72 0.32 -1.39
22 N -5.30 0.72 0.42
23 N -3.43 2.27 0.22
24 B -0.77 -2.26 0.98
25 N -1.49 -3.19 1.94
26 O 0.22 -2.85 0.06
27 H 0.80 0.12 2.64
28 H -0.88 -0.16 3.46
29 H -0.55 1.53 2.66
30 H 0.63 -0.25 -0.83
31 H -1.07 -0.09 -1.62
32 H 0.53 2.06 -1.77
33 H -1.08 2.58 -0.94
34 H 2.26 1.18 -0.56
35 H 2.15 1.29 1.38
36 H 6.01 3.98 3.30
37 H -3.26 0.19 2.23
38 H -3.52 -1.26 1.05
39 H -3.62 -0.71 -1.49
40 H -3.01 0.85 -1.94
41 H -5.32 1.03 1.42
42 H -5.80 1.43 -0.16
43 H -2.51 2.37 0.70
44 H -3.40 2.64 -0.77
45 H -2.39 -3.54 1.49
46 H -1.78 -2.69 2.82
47 H -0.07 -2.56 -0.88
48 N -0.52 -4.63 -3.27
49 C 0.52 -4.75 -4.16
50 C 0.03 -4.50 -5.42
51 C -1.35 -4.22 -5.29
52 C -1.67 -4.30 -3.95
53 H -0.46 -4.77 -2.27
54 H 1.51 -5.00 -3.81
55 H 0.61 -4.52 -6.34
56 H -2.04 -3.97 -6.09
57 H -2.60 -4.16 -3.43



Entry 6:
2 unconnected molecules or ions with the total composition C14H26BrI2O5P at a distorted geometry, computed with wB97M-V/def2-TZVPD.

## Properties
Molecular weight = 639.043 g mol⁻¹
F_max = 0.166 hartree/bohr
HOMO level = -7.8 eV
LUMO energy = -0.3 eV
Calculated total energy = -4435.72605 Eh

Cartesian coordinates (Å):
1 C -0.20 1.74 -0.67
2 C 0.37 0.31 -0.11
3 O -0.74 -0.51 0.48
4 C -1.65 -0.95 -0.59
5 C -2.30 -2.47 -0.32
6 Br -2.11 -3.45 -2.07
7 O -1.56 -3.07 0.80
8 C -0.37 -3.81 0.35
9 O -0.45 -5.16 0.31
10 P 1.33 -3.06 -0.12
11 C 2.74 -3.69 1.04
12 C 1.76 -3.32 -1.96
13 C -3.88 -2.19 0.11
14 I -4.00 -0.68 1.74
15 C -4.65 -3.52 0.68
16 C -5.01 -4.66 -0.44
17 I -6.63 -2.78 1.42
18 H 0.68 2.29 -1.25
19 H -1.11 1.66 -1.41
20 H -0.51 2.39 0.25
21 H 1.13 0.47 0.78
22 H 0.96 -0.27 -0.95
23 H -2.49 -0.16 -0.87
24 H -0.98 -1.05 -1.57
25 H 3.39 -2.76 1.40
26 H 2.35 -4.22 2.01
27 H 3.49 -4.37 0.43
28 H 0.81 -3.71 -2.52
29 H 2.66 -4.09 -2.05
30 H 2.02 -2.26 -2.41
31 H -4.43 -1.69 -0.82
32 H -4.13 -3.95 1.66
33 H -4.98 -4.15 -1.50
34 H -4.19 -5.51 -0.39
35 H -6.09 -5.13 -0.23
36 O 0.38 4.19 1.23
37 C 1.35 4.92 1.03
38 O 1.94 4.96 -0.18
39 C 2.94 5.92 -0.58
40 C 4.33 5.46 -0.17
41 C 1.95 5.71 2.15
42 H 2.70 6.92 -0.19
43 H 2.90 5.99 -1.67
44 H 4.42 5.36 0.92
45 H 5.09 6.16 -0.52
46 H 4.54 4.47 -0.59
47 H 2.66 5.08 2.70
48 H 1.15 6.02 2.83
49 H 2.44 6.63 1.83